(1)
12
Properties=species:S:1:pos:R:3:forces:R:3:lowdin_charge:R:1 method="wB97M-V/def2-TZVPD" homo_lumo_gap_ev="9.071 / 9.072"
C 1.3727 -1.1921 0.0501 1.6348 5.4231 -2.3461 0.097
C 0.5406 -0.1652 -0.2119 1.7246 -3.7418 -0.9620 -0.089
N 0.3187 0.9160 -0.8036 1.7107 2.6956 -0.1203 -0.302
O 0.3756 2.0173 -0.2195 -0.8666 0.5279 -0.3253 -0.014
O 0.1520 0.8936 -2.2084 -1.0030 -6.7361 2.5434 0.106
H 2.5079 -1.0208 -0.1623 -2.0874 -0.1013 0.3565 0.116
H 1.1550 -2.1389 0.2923 -1.3156 -3.0630 1.4196 0.011
H 0.2207 1.6197 -2.7225 0.6514 5.0374 -1.1380 0.053
C -2.1815 -0.2032 1.0847 1.4953 0.2654 1.1413 0.139
C -1.1565 -0.2123 1.7138 -1.1483 -0.9686 0.0546 -0.266
F -0.2109 -0.6096 2.4702 0.4900 0.3253 0.2515 0.131
H -3.0942 0.0956 0.7171 -1.2860 0.3362 -0.8752 0.018

(2)
20
Properties=species:S:1:pos:R:3:forces:R:3:lowdin_charge:R:1 method="wB97M-V/def2-TZVPD" homo_lumo_gap_ev=9.666
C 0.0412 -0.3288 -2.6225 -2.4483 1.4282 -0.2025 -0.130
C 0.2300 -0.8903 -1.2665 -0.8657 0.2043 3.3210 -0.264
C 0.3595 0.1366 -0.0820 1.5336 0.5083 -1.0648 -0.388
C -0.7773 1.1367 -0.2576 0.1376 1.7436 0.2851 -0.080
N 0.3413 -0.5940 1.2128 -0.2621 -1.5134 0.2449 -0.038
C 0.4147 -0.2272 2.6632 1.7164 1.4539 -2.0202 -0.258
O -0.6435 0.6600 3.0487 0.6324 -0.8500 -0.5464 -0.065
H -0.2402 -1.2101 -3.1530 0.2781 -0.3342 -1.3854 0.061
H -0.8904 0.3744 -2.7476 1.7292 -1.2108 0.5296 0.109
H 0.8944 0.2072 -2.9858 0.5177 0.0178 -0.4961 0.069
H -0.7038 -1.4444 -0.9479 1.1324 -0.0448 -0.5562 0.132
H 1.1352 -1.4990 -1.2145 -0.2786 -0.4473 -0.1801 0.108
H 1.3488 0.6620 -0.2951 -0.8757 -0.2730 0.6139 0.145
H -0.9712 1.5952 0.6924 -0.1896 0.6030 0.3918 0.037
H -0.7403 2.0237 -0.9733 0.8781 -1.3574 0.7062 0.111
H -1.6949 0.6781 -0.5107 -1.0302 -0.9895 -0.2234 0.067
H 0.7485 -1.5414 1.1493 -0.5086 0.9892 -0.4629 0.108
H 1.4153 0.2671 2.8793 -0.9887 -0.0706 -0.1058 0.117
H 0.5069 -1.1962 3.1707 -0.9854 0.4293 0.2555 0.113
H -0.7741 1.1904 2.2399 -0.1228 -0.2866 0.8957 0.045

(3)
94
Properties=species:S:1:pos:R:3:forces:R:3:lowdin_charge:R:1 method="wB97M-V/def2-TZVPD" homo_lumo_gap_ev=6.839
Ir 0.6350 -0.3931 -0.2928 -0.0098 -0.8492 0.3290 1.065
C 1.7427 0.0460 4.5192 0.0449 -0.0093 -0.0006 -0.098
C 1.1479 -0.5747 3.2537 0.0595 0.0065 -0.0102 -0.505
C -0.3735 -0.6393 3.4226 0.0156 0.0940 0.0174 -0.119
P 1.5907 0.3544 1.7088 -0.0052 0.2435 -0.0446 1.006
C 3.4297 0.5380 1.7091 -0.0224 0.0785 -0.0792 -0.500
C 4.0578 -0.8107 2.0777 0.0090 0.0033 -0.0088 -0.092
C 4.0783 1.7048 2.4479 -0.0044 -0.0227 0.0259 -0.099
C 0.6272 1.8690 1.8996 -0.0092 -0.0263 -0.0574 -0.280
C 0.9895 2.9840 2.6526 -0.0063 -0.0112 0.0379 -0.052
C 0.1945 4.1152 2.7251 -0.0198 -0.0003 -0.0144 -0.281
C 0.6052 5.3223 3.5237 -0.0091 -0.0014 -0.0054 -0.055
C -0.9906 4.0979 1.9918 0.0248 -0.0065 0.0005 -0.032
C -1.3885 2.9955 1.2627 -0.0200 0.0348 0.0053 -0.027
C -0.6113 1.8253 1.2171 0.0155 -0.0169 0.0237 -0.314
N -0.9499 0.6803 0.4951 -0.0888 -0.0645 -0.0079 -0.152
C -2.1996 0.5527 -0.1053 -0.0045 0.0093 0.0031 -0.310
C -3.3922 0.9643 0.5191 -0.0064 -0.0276 0.0040 -0.031
C -4.6112 0.8580 -0.1175 0.0033 -0.0209 -0.0349 -0.033
C -4.7306 0.3253 -1.4043 0.0045 0.0132 0.0325 -0.279
C -6.0672 0.2027 -2.0856 0.0005 -0.0006 0.0083 -0.053
C -3.5728 -0.1467 -1.9962 -0.0193 -0.0076 0.0164 -0.067
C -2.3283 -0.0612 -1.3695 0.0564 0.0347 0.0396 -0.296
P -0.8758 -0.9665 -1.9451 0.0111 0.1687 -0.2625 0.990
C -0.3566 -0.4889 -3.6490 0.0260 0.0384 0.0032 -0.508
C 0.6569 -1.5048 -4.1908 0.0364 0.0903 0.0461 -0.088
C -1.4389 -0.0937 -4.6499 -0.0084 -0.0506 -0.0227 -0.096
C -1.4663 -2.7301 -1.9519 -0.0280 0.0103 -0.0261 -0.486
C -2.3560 -2.9718 -0.7289 0.0322 -0.0981 -0.0453 -0.111
C -2.2091 -3.2246 -3.2011 0.0176 0.0414 -0.0224 -0.094
H 1.4210 -0.5299 5.3901 -0.0055 0.0057 0.0051 0.085
H 1.3790 1.0673 4.6490 0.0061 0.0045 0.0011 0.076
H 2.8309 0.0658 4.5199 -0.0262 -0.0149 0.0015 0.052
H 1.5508 -1.5842 3.1271 -0.0320 -0.0082 -0.0139 0.093
H -0.7509 0.3396 3.7237 0.0046 0.0043 0.0192 0.086
H -0.6272 -1.3522 4.2108 -0.0060 -0.0202 -0.0242 0.088
H -0.8971 -0.9029 2.5073 -0.0021 0.0790 0.0019 0.035
H 3.6314 0.6801 0.6455 -0.0374 0.0606 0.0006 0.076
H 3.9825 -1.0283 3.1437 0.0027 0.0078 -0.0170 0.069
H 5.1160 -0.7946 1.8129 0.0008 -0.0107 0.0092 0.091
H 3.6032 -1.6361 1.5272 0.0046 -0.0065 0.0040 0.061
H 3.8989 1.6749 3.5233 -0.0003 0.0155 -0.0069 0.065
H 3.7285 2.6612 2.0624 0.0154 -0.0009 -0.0066 0.072
H 5.1589 1.6610 2.2932 0.0030 -0.0013 0.0055 0.083
H 1.9277 2.9781 3.1921 -0.0046 -0.0030 -0.0029 0.088
H 1.5539 5.1505 4.0323 0.0006 0.0006 -0.0006 0.072
H -0.1399 5.5713 4.2818 0.0010 0.0015 0.0011 0.077
H 0.7248 6.1984 2.8832 0.0007 0.0021 0.0032 0.080
H -1.6185 4.9826 1.9769 0.0016 -0.0006 -0.0003 0.116
H -2.2984 3.0604 0.6846 0.0253 0.0209 0.0147 0.103
H -3.3510 1.3605 1.5247 -0.0043 -0.0147 -0.0075 0.113
H -5.5023 1.1925 0.4028 -0.0050 -0.0054 -0.0058 0.114
H -6.7516 0.9833 -1.7536 -0.0005 0.0032 -0.0045 0.075
H -6.5377 -0.7596 -1.8692 -0.0025 0.0044 0.0036 0.080
H -5.9656 0.2829 -3.1681 -0.0019 -0.0039 -0.0018 0.076
H -3.6394 -0.6223 -2.9695 -0.0031 0.0029 0.0108 0.105
H 0.2193 0.4143 -3.4319 -0.0706 0.0110 -0.0040 0.081
H 0.2117 -2.4686 -4.4298 -0.0659 -0.0731 -0.0059 0.066
H 1.4685 -1.6606 -3.4770 -0.0260 -0.0014 -0.0161 0.065
H 1.0993 -1.1112 -5.1081 -0.0079 -0.0003 -0.0056 0.086
H -2.0041 -0.9478 -5.0268 -0.0113 0.0332 0.0126 0.064
H -0.9660 0.3890 -5.5079 -0.0008 -0.0205 -0.0115 0.084
H -2.1416 0.6193 -4.2178 0.0297 0.0157 -0.0173 0.066
H -0.5441 -3.3079 -1.8347 0.0203 0.0053 -0.0383 0.097
H -3.3524 -2.5684 -0.9030 -0.0311 -0.0090 -0.0172 0.074
H -1.9736 -2.4844 0.1589 0.0461 0.0553 0.1554 0.040
H -2.4491 -4.0431 -0.5339 0.0250 0.0122 0.0141 0.090
H -3.2790 -3.0296 -3.1088 0.0127 0.0473 -0.0247 0.075
H -2.0824 -4.3038 -3.3067 -0.0383 -0.0082 0.0414 0.085
H -1.8699 -2.7662 -4.1234 0.0907 -0.0425 -0.0418 0.039
O 3.7572 -2.9432 -1.2341 -0.0257 -0.0299 -0.0650 0.062
C 2.7155 -2.4229 -0.8754 -0.0073 -0.0487 0.0138 -0.620
O 2.2890 -1.2631 -1.2101 0.1062 0.0740 0.0744 -0.197
C 1.8105 -3.1903 0.0721 -0.0109 -0.0353 0.0010 -0.193
C 2.1283 -4.5022 0.3890 0.0215 0.0255 0.0218 0.015
C 1.3308 -5.1914 1.2815 -0.0171 -0.0030 0.0187 -0.037
C 0.2523 -4.5280 1.8455 0.0163 -0.0011 0.0024 -0.036
C 0.0029 -3.2206 1.4739 -0.0025 -0.0043 -0.0245 -0.149
N 0.7475 -2.5541 0.5843 -0.0776 0.1149 -0.0067 0.018
H 3.0061 -4.9291 -0.0743 -0.0041 0.0015 -0.0051 0.124
H 1.5493 -6.2184 1.5433 0.0012 0.0005 0.0029 0.113
H -0.3949 -5.0065 2.5673 -0.0009 -0.0018 -0.0042 0.112
H -0.8222 -2.6870 1.9152 -0.0471 -0.0186 -0.0671 0.089
Br 2.3587 5.2494 -3.5724 0.0007 0.0043 0.0011 0.700
C 1.8434 3.6683 -2.6532 0.0179 -0.0029 -0.0021 -0.705
C 0.5059 3.4184 -2.4135 -0.0247 -0.0107 0.0038 -0.126
C 0.1394 2.2619 -1.7361 -0.0073 0.1261 0.1085 -0.122
C 1.0787 1.3335 -1.2768 0.0444 0.0495 0.0778 -0.322
C 2.4190 1.6182 -1.5633 0.0115 -0.0418 -0.1247 -0.112
C 2.8077 2.7687 -2.2379 -0.0234 0.0069 -0.0068 -0.128
H -0.2492 4.1175 -2.7487 0.0022 -0.0004 -0.0007 0.100
H -0.9182 2.1036 -1.5661 0.0320 0.0015 -0.0145 0.091
H 3.1875 0.9022 -1.3063 -0.0086 -0.0061 0.0140 0.078
H 3.8533 2.9543 -2.4453 0.0001 -0.0014 0.0002 0.099

The records above give, respectively, ΔE to the lowest compared entry with this formula, charge and spin values of 8.927, 2.281, 0.553 eV.
The records above give, respectively, DFT total energy values of -459.5706, -328.2350, -5097.9989 hartree.